Entry from the Open Molecules 2025 dataset: a structure of composition C23H40Cl3CrN4O3Si (ωB97M-V/def2-TZVPD).

As for the expectation value of S²: 6.01. The HOMO energy (alpha / beta) is -3.698 / -5.254 eV. Its total charge is -1. The value obtained for the maximum force is 2.30 eV Å⁻¹. As for the spin multiplicity: 5. The calculation puts the energy above the lowest of the compared OMol25 structures with the same formula, charge and spin at 0.0000 eV.

Last column: Mulliken charge in e.
Positions of all 75 atoms, in Å:
C: 2.468 -2.648 -6.673  -1.35
C: 2.010 -1.660 -7.687  -0.07
H: 2.090 -3.647 -6.875  0.42
H: 2.082 -2.356 -5.690  0.17
H: 3.559 -2.674 -6.614  0.23
C: 1.865 -1.913 -8.995  0.11
C: 1.934 -3.254 -9.618  -1.54
H: 1.690 -1.105 -9.700  0.44
H: 1.366 -3.972 -9.023  0.34
H: 2.968 -3.606 -9.707  0.30
H: 1.458 -3.243 -10.607  0.38
Cr: 1.178 0.396 -1.913  0.30
Cl: 2.515 1.788 -0.724  -0.71
Cl: 2.169 0.688 -3.864  -0.29
C: 0.018 3.400 -2.637  -0.53
O: -0.486 2.309 -2.294  -0.19
N: -0.742 4.464 -2.976  0.28
C: -2.173 4.172 -2.984  -0.79
C: -0.162 5.567 -3.741  -0.85
H: 1.108 3.511 -2.619  0.55
H: -2.435 3.740 -2.008  0.20
H: -2.424 3.385 -3.722  0.20
H: -2.754 5.085 -3.149  0.39
H: 0.750 5.892 -3.212  0.34
H: -0.864 6.406 -3.810  0.31
H: 0.150 5.226 -4.747  0.27
H: -0.750 -4.636 -0.985  0.30
H: -0.312 -3.245 -3.472  0.23
C: -1.759 -4.655 -1.409  -0.96
C: -1.376 -3.541 -3.558  -0.91
N: -1.991 -3.493 -2.244  0.40
H: -2.465 -4.611 -0.580  0.32
C: -2.716 -2.469 -1.705  -0.07
O: -2.784 -1.292 -2.042  -0.48
H: -1.883 -2.899 -4.282  0.23
H: -3.302 -2.848 -0.826  0.23
H: -1.916 -5.568 -1.993  0.31
H: -1.396 -4.590 -3.903  0.36
O: 0.777 -0.514 -6.066  0.19
C: 1.670 -0.269 -7.142  0.19
C: -0.174 0.158 -8.789  -0.14
C: 1.045 0.572 -8.243  -0.02
H: -0.637 -0.760 -8.421  0.97
C: -0.818 0.931 -9.747  -1.06
H: 2.584 0.225 -6.755  0.38
C: 1.649 1.753 -8.696  -0.18
H: -1.836 0.703 -10.069  0.41
C: -0.113 1.975 -10.343  -0.62
C: 1.086 2.408 -9.788  -0.57
H: 2.559 2.107 -8.174  0.33
H: -0.520 2.489 -11.215  0.36
H: 1.630 3.259 -10.231  0.33
Si: -0.534 0.348 -5.520  0.09
Cl: 1.123 -1.977 -1.996  -0.61
C: -2.066 -0.102 -6.532  -1.54
C: -0.182 2.164 -5.781  -0.37
C: -1.040 -0.255 -3.850  0.64
H: -2.135 0.483 -7.453  0.43
H: -2.929 0.185 -5.921  0.51
H: -2.161 -1.157 -6.814  0.24
H: -0.537 -1.181 -3.558  -0.64
H: -2.110 -0.414 -3.801  0.53
H: -0.837 0.467 -3.063  -0.51
H: 0.148 2.315 -6.816  0.14
H: 0.640 2.507 -5.133  0.14
H: -1.091 2.761 -5.611  0.35
N: -0.441 -0.569 0.491  -0.08
C: -1.176 -0.272 1.591  -0.21
C: -1.415 1.089 1.537  -0.85
C: -0.771 1.552 0.382  -0.62
N: -0.164 0.527 -0.251  0.58
H: -0.170 -1.471 0.147  0.07
H: -1.436 -0.997 2.336  0.45
H: -1.994 1.665 2.227  0.38
H: -0.766 2.545 0.004  0.46